(1)
A 2-piece molecular cluster, C21H23N2S overall at a distorted geometry, computed with the ωB97M-V functional and the def2-TZVPD basis.

* total charge: +1
* HOMO level: -10.91 eV
* LUMO energy: -4.530 eV

The geometry in XYZ format:
```
47
C21H23N2S the ωB97M-V functional and the def2-TZVPD basis
C -2.23329 1.35898 3.81590
S -3.20710 1.35918 2.34725
C -3.41082 3.10368 2.20084
H -2.02574 0.33958 4.13413
H -1.28709 1.86603 3.64071
H -2.76293 1.86882 4.61774
H -4.04203 3.34380 1.34783
H -3.87875 3.50493 3.09697
H -2.44537 3.58553 2.06423
C -2.37971 2.40953 -3.87133
N -1.60195 1.51755 -3.01248
C -1.43761 1.66711 -1.66095
C -0.60463 0.65931 -1.16673
C -0.14329 0.56548 0.16888
C 0.56495 -0.52984 0.74526
C 0.38345 -1.89587 0.50821
N 1.33644 -2.60907 1.18812
C 1.49822 -4.06005 1.13641
C 2.16015 -1.71938 1.89775
C 1.68068 -0.42037 1.65884
C 2.35714 0.68870 2.17858
C 3.48984 0.48331 2.92481
C 3.96651 -0.80821 3.16610
C 3.31496 -1.91066 2.66320
C -0.22220 -0.14169 -2.31073
C -0.86296 0.40364 -3.44107
C -0.66552 -0.15510 -4.70723
C 0.17906 -1.23195 -4.83279
C 0.84567 -1.75317 -3.71976
C 0.65566 -1.22097 -2.46979
H -2.32889 2.09092 -4.91000
H -3.42130 2.41271 -3.55701
H -1.99488 3.42490 -3.79900
H -1.89173 2.45272 -1.08331
H -0.27848 1.44128 0.77780
H -0.38430 -2.33546 -0.10515
H 2.35534 -4.37488 1.72898
H 0.60405 -4.54921 1.51955
H 1.65164 -4.37909 0.10714
H 2.00003 1.68099 1.97069
H 4.03868 1.32957 3.30618
H 4.87259 -0.93811 3.73345
H 3.69610 -2.90113 2.83113
H -1.17214 0.25683 -5.56192
H 0.33327 -1.67843 -5.80108
H 1.51868 -2.58512 -3.84620
H 1.17959 -1.61731 -1.62016
```

(2)
C21H23N3O13PS2TcTe as an isolated structure, computed with the ωB97M-V functional and the def2-TZVPD basis.

* total charge: -1
* HOMO level (alpha / beta): -5.45 / -5.45 eV
* 2S+1: 4
* LUMO energy (alpha / beta): 1.884 / -0.096 eV

The geometry in XYZ format:
```
65
C21H23N3O13PS2TcTe the ωB97M-V functional and the def2-TZVPD basis
Tc 0.13144 1.15663 0.41465
O -2.55553 3.04187 -1.74551
S -1.99461 1.88235 -1.13340
O -0.63694 1.49702 -1.60741
O -1.87248 1.92262 0.35468
C -3.11565 0.53465 -1.48639
C -3.98473 0.76795 -2.54408
C -4.92882 -0.17867 -2.90862
C -5.01371 -1.36554 -2.20219
C -4.14314 -1.60723 -1.15023
C -3.18548 -0.67229 -0.78030
S -2.11130 -1.18556 0.57380
O -2.17726 -2.62542 0.56298
O -0.75395 -0.73561 0.10447
O -2.55065 -0.52575 1.77252
H -3.92002 1.71081 -3.06794
H -5.59482 0.01955 -3.73813
H -5.74990 -2.11256 -2.46956
H -4.17931 -2.54318 -0.61111
O 6.79029 -1.01257 -0.26158
C 6.42713 0.17876 -0.32405
O 7.08075 1.23124 -0.40318
C 4.90213 0.38455 -0.11062
C 4.06123 -0.71187 -0.00889
C 2.70328 -0.52850 0.15498
N 2.16407 0.68867 0.22390
C 2.96986 1.76559 0.15988
C 4.33234 1.65222 -0.01168
C 2.24930 3.07634 0.33068
O 2.81152 4.14032 0.30751
O 0.94728 2.92635 0.53318
H 4.49431 -1.70115 -0.04772
H 2.01496 -1.34952 0.26036
H 4.95741 2.53222 -0.07185
C 4.65044 -5.24597 -0.40546
C 3.14365 -5.24206 -0.50752
O 2.63432 -4.34207 0.48472
P 1.08959 -3.99225 0.64587
O 0.89905 -3.01741 1.72250
Te 0.39353 -3.13312 -1.54652
O 0.35943 -5.37444 0.93215
C -0.29023 -6.22631 -0.02302
C -1.79059 -6.04354 0.05780
H 5.06954 -5.88564 -1.18404
H 4.96839 -5.62423 0.56544
H 5.05459 -4.24174 -0.53386
H 2.72784 -6.23856 -0.33135
H 2.82409 -4.90058 -1.49861
H 0.01370 -7.24048 0.23828
H 0.07444 -6.01120 -1.02943
H -2.19751 -6.53046 0.94403
H -2.26837 -6.46977 -0.82648
H -2.03211 -4.98073 0.10347
C -1.30049 0.94659 5.65936
N -0.46929 0.69056 4.49874
C 0.64171 -0.12641 4.44421
C 1.09764 -0.07171 3.16855
N 0.28083 0.77294 2.45189
C -0.64982 1.20804 3.27915
H -1.02842 0.24427 6.44273
H -2.34746 0.79596 5.40391
H -1.15289 1.96148 6.02513
H 0.97674 -0.68577 5.29924
H 1.90567 -0.61272 2.71037
H -1.47339 1.84474 3.00170
```

(3)
One molecule with the formula C21H23N3O2 at a distorted geometry, computed with the ωB97M-V functional and the def2-TZVPD basis.

* structure (SMILES): Cc1cc2n(n1)[C@@H](c1cc(C(C)(C)C)c(O)cc1O)Nc1ccccc1-2
* HOMO level: -7.60 eV
* LUMO energy: 0.637 eV

The geometry in XYZ format:
```
49
C21H23N3O2 the ωB97M-V functional and the def2-TZVPD basis
C -0.23005 -5.03168 0.77295
C -0.84327 -3.62811 0.90710
C -1.75619 -3.11480 -0.10243
C -1.95346 -1.82070 0.25399
N -1.18377 -1.60130 1.40632
N -0.49273 -2.74546 1.76529
C -1.04908 -0.30689 2.06780
C 0.19820 0.44335 1.68820
C 0.66104 0.47975 0.39128
C 1.78569 1.23972 0.01355
C 2.29479 1.03472 -1.40257
C 1.12816 1.45800 -2.36430
C 2.74432 -0.44388 -1.55748
C 3.47546 1.89101 -1.84947
C 2.43512 1.97381 1.02559
O 3.58705 2.67023 0.86268
C 1.98143 1.93433 2.31999
C 0.90407 1.11619 2.68094
O 0.51951 1.09871 3.98519
N -2.14088 0.60007 1.78176
C -2.76387 0.51942 0.54727
C -3.44522 1.63458 0.06147
C -4.15021 1.57472 -1.13927
C -4.10286 0.40033 -1.91505
C -3.35844 -0.67764 -1.50651
C -2.72181 -0.67808 -0.26103
H 0.82291 -5.07287 1.03816
H -0.36108 -5.43010 -0.25116
H -0.73280 -5.71469 1.48715
H -2.13519 -3.63034 -0.99959
H -1.05735 -0.50057 3.15652
H 0.10675 -0.06792 -0.37779
H 1.54142 1.60994 -3.37932
H 0.60404 2.34813 -1.98543
H 0.37817 0.64962 -2.43631
H 3.62628 -0.64648 -0.91564
H 1.93966 -1.12227 -1.32964
H 2.98729 -0.68117 -2.61848
H 3.73530 1.64165 -2.90294
H 4.32555 1.63770 -1.22409
H 3.32406 2.96042 -1.68739
H 3.99411 2.49575 0.01771
H 2.49898 2.49651 3.05880
H 1.03762 1.72266 4.50295
H -2.00297 1.50978 2.17637
H -3.57518 2.50983 0.69544
H -4.66982 2.45172 -1.50367
H -4.63448 0.41782 -2.85839
H -3.27625 -1.60550 -2.09650
```

(4)
One molecule with the formula C21H23N3O6S at a distorted geometry, computed with the ωB97M-V functional and the def2-TZVPD basis.

* structure (SMILES): COc1ccc(CC(=O)Nc2ccc(S(=O)(=O)Nc3onc(C)c3C)cc2)cc1OC
* HOMO level: -8.44 eV
* LUMO energy: 0.397 eV

The geometry in XYZ format:
```
54
C21H23N3O6S the ωB97M-V functional and the def2-TZVPD basis
C -4.84409 -2.30898 -1.72488
O -4.51324 -1.77533 -0.46654
C -4.07129 -0.47919 -0.39494
C -3.89681 0.32791 -1.51300
C -3.42453 1.62371 -1.41062
C -3.11844 2.16032 -0.17087
C -2.54431 3.54237 -0.05293
C -1.04149 3.54946 -0.32654
O -0.50882 4.35890 -1.04556
N -0.39157 2.55651 0.35381
C 0.95849 2.23608 0.35736
C 1.36956 1.16801 1.16165
C 2.69829 0.79842 1.20255
C 3.61457 1.49364 0.43537
S 5.28483 0.89044 0.33024
O 6.18451 1.90628 -0.11552
O 5.61088 0.12938 1.49479
N 5.15983 -0.20348 -0.98480
C 4.05666 -1.02827 -0.97853
O 3.05877 -0.77471 -1.85624
N 2.06008 -1.67771 -1.65121
C 2.42867 -2.45421 -0.66769
C 1.56933 -3.55729 -0.17322
C 3.71754 -2.08969 -0.18240
C 4.49738 -2.74340 0.90054
C 3.22787 2.55183 -0.36321
C 1.90150 2.93697 -0.39719
C -3.30224 1.36537 0.95170
C -3.77415 0.05828 0.87205
O -3.86489 -0.56615 2.08020
C -4.55149 -1.79012 2.22498
H -5.65306 -1.74693 -2.20219
H -5.18190 -3.32531 -1.52690
H -3.97619 -2.34053 -2.39096
H -4.12260 -0.05958 -2.49274
H -3.29296 2.21474 -2.30336
H -2.70166 3.93880 0.95272
H -3.00743 4.22183 -0.76887
H -0.98249 1.93380 0.89292
H 0.63867 0.62787 1.74583
H 3.04308 -0.01359 1.82217
H 5.25695 0.30876 -1.85073
H 0.64561 -3.58213 -0.74271
H 2.08716 -4.50899 -0.27844
H 1.34215 -3.40950 0.88142
H 5.01262 -3.62334 0.51553
H 5.23322 -2.04968 1.29636
H 3.83280 -3.06315 1.70087
H 3.97593 3.06894 -0.94293
H 1.58297 3.76390 -1.00933
H -3.10456 1.74788 1.94301
H -5.57275 -1.72554 1.84428
H -4.03079 -2.60920 1.72570
H -4.57619 -1.97437 3.29902
```